# 1
{"formula": "H27O13", "method": "ωB97M-V/def2-TZVPD", "symbols": ["O", "H", "H", "O", "H", "H", "O", "H", "O", "H", "H", "O", "H", "H", "O", "H", "H", "O", "H", "H", "O", "H", "H", "O", "H", "H", "O", "H", "H", "O", "H", "H", "O", "H", "H", "O", "H", "H", "H", "H"], "coordinates": [[1.633, 1.651, 0.515], [2.798, -0.946, 0.116], [0.838, 1.681, 1.051], [-1.151, -2.718, 0.572], [-0.909, -2.222, 1.347], [-1.234, 1.143, 2.630], [0.430, -3.103, -1.282], [-2.704, 2.667, -1.450], [-1.366, 0.234, 2.917], [-0.579, -1.495, 2.752], [-2.277, 0.205, 2.631], [-1.104, 2.820, 2.788], [-1.897, 3.055, 3.281], [-1.081, 3.294, 1.958], [-0.917, 0.230, -3.033], [-0.571, 0.954, -2.472], [-1.193, -0.391, -2.290], [1.182, -1.280, -4.150], [1.409, -1.933, -3.463], [0.446, -0.675, -3.987], [-2.094, 2.176, -0.789], [-2.262, 1.330, -1.150], [2.116, -1.604, -1.119], [0.290, -1.899, 2.611], [1.720, 2.597, 0.263], [0.629, -2.351, 3.394], [0.215, 3.787, 0.154], [-0.547, 3.625, -0.426], [0.464, 4.716, -0.016], [2.926, -0.296, 1.481], [2.522, -0.815, 2.217], [2.219, 0.339, 1.292], [-2.241, -0.881, -1.116], [-3.110, -0.707, -1.456], [-2.286, -0.250, -0.327], [2.828, -0.990, -0.914], [2.609, -0.025, -1.025], [-2.119, -2.450, 0.566], [0.398, -3.313, -0.273], [0.017, -3.880, -1.612]], "mulliken_charge": [-0.708, 0.525, 0.253, -0.604, 0.350, 0.356, -0.572, 0.354, -0.640, 0.301, 0.278, -0.683, 0.320, 0.351, -0.754, 0.310, 0.463, -0.641, 0.262, 0.397, -0.544, 0.214, 0.348, -0.594, 0.340, 0.280, -0.627, 0.326, 0.306, -0.703, 0.363, 0.499, -0.668, 0.367, 0.252, -0.377, 0.391, 0.326, 0.318, 0.263], "charge": 1, "lumo_ev": -3.25, "homo_lumo_gap_ev": 9.86, "e_homo_ha": -0.4817, "e_above_lowest_kcal_mol": 63.2, "energy_ev": -27048.334}

# 2
{"formula": "H27O13", "method": "ωB97M-V/def2-TZVPD", "symbols": ["O", "H", "H", "O", "H", "H", "O", "H", "O", "H", "H", "O", "H", "H", "O", "H", "H", "O", "H", "H", "O", "H", "H", "O", "H", "H", "O", "H", "H", "O", "H", "H", "O", "H", "H", "O", "H", "H", "H", "H"], "coordinates": [[-0.879, -3.409, 1.361], [2.876, 1.987, -1.709], [3.698, 0.034, 0.320], [-0.418, -3.122, -1.377], [2.522, 0.555, -2.093], [1.118, 1.896, 0.833], [-0.221, -0.542, -2.386], [-0.154, -4.052, -1.241], [1.927, 1.913, 1.423], [2.722, -0.846, 1.287], [1.598, 1.442, 2.197], [3.339, -0.094, 1.212], [-1.307, -2.786, 0.758], [0.305, 0.422, -0.449], [-0.127, 0.753, 0.329], [0.217, -2.607, -0.829], [-0.794, 1.419, -0.020], [0.134, -0.754, 2.842], [0.880, -2.888, 1.177], [-0.303, -1.323, 3.480], [0.339, 3.262, -1.011], [1.197, 3.391, -1.428], [2.421, 0.999, 1.072], [-2.353, 1.924, -0.113], [-1.689, 2.558, -3.136], [-2.976, 2.624, 0.137], [-3.390, -1.416, 1.897], [-2.610, -1.846, 1.523], [-3.184, -0.465, 1.886], [2.777, 1.103, -1.344], [0.462, 3.685, -0.152], [-1.149, -4.289, 1.046], [-2.542, 2.266, -2.792], [-2.407, 2.088, -1.094], [-0.401, -0.128, 2.346], [1.473, -2.160, 0.915], [-0.399, -1.181, -3.092], [1.129, -1.435, 1.487], [-2.801, 1.566, -3.402], [-1.033, -0.542, -1.859]], "mulliken_spin": [0.208, 0.000, 0.000, 0.433, 0.000, 0.000, 0.111, -0.012, 0.000, -0.001, 0.000, 0.001, -0.019, 0.000, 0.001, -0.014, 0.000, 0.001, 0.001, 0.000, 0.000, 0.000, 0.000, 0.002, 0.000, 0.000, 0.310, -0.007, -0.008, 0.000, 0.000, -0.007, 0.003, 0.000, 0.000, 0.007, -0.005, -0.001, 0.000, -0.004], "multiplicity": 2, "charge": 2, "lumo_ev": [-6.61, -14.35], "homo_lumo_gap_ev": [11.18, 3.32], "e_homo_ha": [-0.6540, -0.6494], "e_above_lowest_kcal_mol": 6.0, "energy_ev": -27035.630}

# 3
{"formula": "H27O14", "method": "ωB97M-V/def2-TZVPD", "symbols": ["O", "H", "O", "H", "H", "O", "H", "H", "O", "H", "H", "O", "H", "H", "O", "H", "H", "O", "H", "H", "O", "H", "H", "O", "H", "H", "O", "H", "H", "O", "H", "H", "O", "H", "H", "O", "H", "H", "O", "H", "H"], "coordinates": [[3.159, -2.178, 3.741], [2.392, -2.181, 4.300], [-0.282, 0.902, 1.656], [-0.090, 1.553, 2.340], [0.314, -0.594, 1.994], [-0.485, 2.872, -0.972], [1.815, -0.948, 1.887], [0.056, 0.665, -3.442], [-0.490, 0.389, -4.198], [1.083, 2.784, -3.571], [-1.225, 0.995, -4.233], [4.405, 1.961, -2.501], [2.478, 1.215, 0.708], [3.985, 1.667, -1.677], [-1.246, -3.857, 2.854], [-0.717, -3.079, 3.115], [-1.526, -3.755, 1.957], [-4.562, 0.379, -0.764], [-3.653, 0.258, -0.518], [-4.784, 1.241, -0.429], [0.985, -1.349, 2.169], [-0.289, 2.455, -0.069], [3.615, 2.290, -2.908], [1.537, 2.254, -2.889], [1.047, 2.423, -2.079], [-1.305, 2.459, -1.238], [-3.671, 0.838, -3.527], [-3.755, 0.315, -2.731], [-2.789, 0.751, -3.894], [4.574, -2.758, 1.004], [3.775, -2.577, 0.488], [4.383, -2.917, 1.913], [2.554, 0.268, 0.492], [1.615, 0.102, 0.416], [2.904, -1.726, 2.932], [-3.203, -2.215, 1.790], [-4.132, -2.071, 1.984], [-2.949, -1.404, 1.378], [-3.195, 1.881, 1.043], [-2.642, 2.539, 0.650], [-2.519, 1.236, 1.311]], "mulliken_charge": [-0.674, 0.308, -1.054, 0.193, 0.382, -0.733, 0.413, 0.340, -0.610, 0.303, 0.322, -0.649, 0.322, 0.312, -0.641, 0.324, 0.291, -0.653, 0.332, 0.326, -0.670, 0.361, 0.343, -0.659, 0.384, 0.294, -0.603, 0.309, 0.249, -0.648, 0.315, 0.325, -0.674, 0.291, 0.273, -0.592, 0.293, 0.314, -0.637, 0.291, 0.285], "charge": -1, "lumo_ev": 2.23, "homo_lumo_gap_ev": 8.55, "e_homo_ha": -0.2325, "e_above_lowest_kcal_mol": 53.7, "energy_ev": -29105.337}

# 4
{"formula": "H28HeO14", "method": "ωB97M-V/def2-TZVPD", "symbols": ["He", "O", "H", "H", "O", "H", "H", "O", "H", "H", "O", "H", "H", "O", "H", "H", "O", "H", "H", "O", "H", "H", "O", "H", "H", "O", "H", "H", "O", "H", "H", "O", "H", "H", "O", "H", "H", "O", "H", "H", "O", "H", "H"], "coordinates": [[3.578, -15.138, -9.524], [-0.064, -14.216, -8.734], [0.332, -15.082, -8.831], [-0.993, -14.393, -8.582], [3.003, -15.395, -7.000], [2.669, -15.728, -7.833], [2.788, -14.463, -7.011], [2.422, -13.928, -12.227], [2.220, -13.291, -11.541], [2.574, -14.747, -11.756], [-0.350, -14.161, -12.287], [-0.755, -15.011, -12.113], [0.536, -14.240, -11.935], [1.358, -11.999, -10.432], [0.583, -12.443, -10.087], [1.943, -11.919, -9.679], [6.539, -14.209, -11.610], [6.246, -15.119, -11.645], [6.561, -13.929, -12.525], [5.611, -16.837, -11.412], [6.201, -16.775, -10.661], [6.088, -17.369, -12.049], [1.485, -16.663, -9.189], [0.873, -17.384, -9.041], [1.815, -16.806, -10.076], [5.942, -12.795, -9.244], [5.087, -12.368, -9.292], [6.025, -13.259, -10.077], [2.735, -16.635, -11.698], [3.659, -16.885, -11.703], [2.332, -17.191, -12.365], [4.537, -17.676, -6.382], [4.419, -18.277, -5.647], [4.238, -16.829, -6.050], [7.130, -16.484, -9.240], [6.909, -17.327, -8.844], [6.662, -15.839, -8.709], [3.302, -11.779, -8.248], [3.822, -10.984, -8.366], [3.572, -12.119, -7.395], [5.589, -14.735, -7.358], [5.649, -14.022, -7.993], [4.654, -14.932, -7.306]], "mulliken_charge": [0.017, -0.564, 0.352, 0.294, -0.665, 0.326, 0.275, -0.670, 0.435, 0.348, -0.599, 0.264, 0.321, -0.716, 0.326, 0.397, -0.665, 0.397, 0.313, -0.764, 0.368, 0.305, -0.652, 0.293, 0.325, -0.710, 0.358, 0.376, -0.620, 0.280, 0.276, -0.581, 0.276, 0.288, -0.751, 0.321, 0.391, -0.653, 0.302, 0.273, -0.691, 0.391, 0.414], "lumo_ev": -0.03, "homo_lumo_gap_ev": 10.41, "e_homo_ha": -0.3837, "e_above_lowest_kcal_mol": 1.1, "energy_ev": -29200.207}

# 5
{"formula": "H28HeO14", "method": "ωB97M-V/def2-TZVPD", "symbols": ["He", "O", "H", "H", "O", "H", "H", "O", "H", "H", "O", "H", "H", "O", "H", "H", "O", "H", "H", "O", "H", "H", "O", "H", "H", "O", "H", "H", "O", "H", "H", "O", "H", "H", "O", "H", "H", "O", "H", "H", "O", "H", "H"], "coordinates": [[0.209, -0.366, -0.225], [-0.778, -2.281, -1.626], [-1.165, -2.740, -2.372], [0.167, -2.374, -1.752], [-0.358, 2.045, 1.036], [-0.373, 2.123, 0.082], [0.011, 2.874, 1.339], [3.861, 0.117, -0.125], [3.479, 0.858, -0.596], [3.265, -0.611, -0.299], [-2.155, 0.357, 2.163], [-2.024, -0.538, 1.849], [-1.446, 0.859, 1.759], [-2.552, -2.173, 0.691], [-3.402, -2.263, 0.260], [-1.922, -2.133, -0.028], [1.475, 1.070, -4.099], [0.999, 0.863, -3.294], [0.828, 0.962, -4.795], [1.613, 1.014, 2.750], [1.750, 0.068, 2.807], [1.040, 1.128, 1.992], [2.755, 2.151, -1.583], [1.826, 2.374, -1.644], [3.140, 2.509, -2.383], [-1.972, 0.329, -1.916], [-1.554, -0.532, -1.901], [-2.507, 0.350, -1.123], [1.988, -1.802, 2.923], [1.753, -1.679, 3.843], [1.481, -2.566, 2.646], [-0.913, -0.825, 4.237], [-1.322, -1.652, 3.983], [-1.120, -0.225, 3.519], [-3.956, 0.712, -0.056], [-4.197, 1.627, -0.201], [-3.395, 0.731, 0.720], [-0.104, 2.340, -1.643], [-0.822, 1.787, -1.952], [-0.069, 3.061, -2.271], [1.922, -2.214, -0.988], [1.791, -2.894, -0.327], [2.754, -2.440, -1.403]], "mulliken_charge": [0.016, -0.596, 0.299, 0.315, -0.715, 0.329, 0.294, -0.631, 0.422, 0.307, -0.858, 0.305, 0.547, -0.693, 0.311, 0.317, -0.612, 0.296, 0.307, -0.619, 0.441, 0.316, -0.622, 0.312, 0.296, -0.712, 0.402, 0.314, -0.651, 0.321, 0.277, -0.671, 0.262, 0.480, -0.689, 0.298, 0.436, -0.707, 0.334, 0.343, -0.751, 0.311, 0.318], "lumo_ev": -0.24, "homo_lumo_gap_ev": 9.59, "e_homo_ha": -0.3613, "e_above_lowest_kcal_mol": 9.2, "energy_ev": -29199.854}